Entry from OMol25: a cluster of 2 separate species, C10H11O7 in total (wB97M-V/def2-TZVPD).

Results
Calculated total energy ... -24881.8235 eV
Charge ... -1
Orbital gap ... 5.467 eV
LUMO energy ... 1.028 eV

Last column: Mulliken charge in e.
Atoms and positions in Å:
C: -3.2363 0.2209 0.9596  -1.343
C: -2.2422 -0.1035 -0.1502  0.496
O: -2.7326 -1.1904 -0.9378  -0.583
C: -0.8460 -0.4063 0.4349  -1.027
C: 0.1512 0.6986 0.2568  0.227
C: 0.2321 1.7697 1.0569  -0.019
C: 1.2061 2.8578 0.8238  -0.002
O: 1.0987 3.9453 1.3662  -0.610
C: 2.3351 2.5615 -0.0852  -0.509
C: 2.2840 1.5055 -0.8972  -0.017
O: 3.2761 1.1641 -1.7671  -0.501
C: 1.0566 0.6349 -0.9315  0.821
O: 0.8020 -0.0250 -1.9096  -0.559
H: -4.2278 0.4164 0.5489  0.353
H: -3.2946 -0.6400 1.6331  0.334
H: -2.9019 1.0825 1.5448  0.288
H: -2.1842 0.7308 -0.8539  0.304
H: -2.4507 -2.0187 -0.5264  0.350
H: -0.9398 -0.5805 1.5114  0.532
H: -0.4382 -1.3223 0.0045  0.190
H: -0.4422 1.8719 1.9014  0.460
H: 3.1762 3.2457 -0.0914  0.482
H: 3.2793 1.7537 -2.5295  0.347
C: 1.4297 -4.0468 -0.0856  0.604
O: 1.4426 -4.5024 -1.2473  -0.738
O: 1.3339 -2.6073 -0.0483  -0.453
O: 1.4784 -4.5898 1.0180  -0.714
H: 1.3547 -2.4264 -0.9992  0.288


Entry from OMol25: the molecule C10H11OP (wB97M-V/def2-TZVPD).

Results
Calculated total energy ... -21882.8780 eV
Orbital gap ... 10.224 eV
LUMO energy ... 0.683 eV
SMILES ... C=CP(=O)(C=C)c1ccccc1

Last column: Mulliken charge in e.
Atoms and positions in Å:
C: -2.1569 2.3477 1.0879  -0.842
C: -1.4945 1.6111 0.1521  -0.151
P: -1.2065 -0.2141 0.5143  0.861
O: -1.7109 -0.5690 1.8339  -0.735
C: -2.0917 -1.0247 -0.8045  -0.349
C: -3.3327 -1.4203 -0.4431  -0.592
C: 0.6966 -0.4331 0.2620  0.237
C: 1.3792 0.0126 -0.8586  -0.253
C: 2.7730 -0.0886 -0.9460  -0.546
C: 3.4665 -0.5805 0.1643  -0.285
C: 2.7800 -0.9390 1.3241  -0.633
C: 1.4196 -1.0545 1.2953  -0.235
H: -2.5420 3.3445 1.1385  0.277
H: -2.3136 1.8329 1.9518  0.344
H: -1.5398 2.2142 -0.7588  0.284
H: -1.7196 -0.9642 -1.7641  0.419
H: -4.0213 -1.7550 -1.2920  0.201
H: -3.6732 -1.4036 0.5596  0.357
H: 0.8373 0.5213 -1.6550  0.288
H: 3.2595 0.2831 -1.8161  0.388
H: 4.5624 -0.4737 0.2033  0.315
H: 3.2344 -1.4811 2.1152  0.352
H: 0.8361 -1.4396 2.2046  0.299


Entry from OMol25: a structure of composition C10H12BKO14 (wB97M-V/def2-TZVPD).

Results
Calculated total energy ... -56234.4526 eV
Orbital gap ... 5.800 eV
LUMO energy ... -2.636 eV

Last column: Mulliken charge in e.
Atoms and positions in Å:
K: -14.8055 11.6685 -0.8229  0.994
O: -18.6658 23.0659 -1.2303  -0.608
C: -18.4608 22.1625 -2.0538  0.586
O: -18.5488 20.8255 -1.8983  -0.468
B: -18.0970 20.0845 -3.0603  0.998
O: -17.6783 21.1356 -4.0149  -0.450
C: -17.8272 22.3204 -3.4887  0.605
O: -17.4444 23.3780 -3.9551  -0.602
O: -19.2314 19.3158 -3.6147  -0.525
C: -18.9424 18.0368 -3.7033  0.588
O: -19.6482 17.1752 -4.1841  -0.623
C: -17.5173 17.8307 -3.1986  0.629
O: -17.1782 19.0032 -2.6856  -0.438
O: -16.8535 16.7571 -3.2234  -0.693
C: -14.6042 7.7241 3.5374  -0.599
O: -14.5017 6.3955 3.0310  -0.306
C: -14.5201 6.2179 1.7406  0.893
O: -14.5690 7.1162 0.8978  -0.632
O: -14.5119 4.9857 1.4509  -0.317
C: -14.4903 4.5424 0.0752  -0.643
H: -14.4813 7.6349 4.6168  0.223
H: -15.5624 8.1011 3.1799  0.282
H: -13.8473 8.4342 3.2042  0.271
H: -15.5409 4.5682 -0.2139  0.305
H: -14.2148 3.4880 0.0962  0.225
H: -13.9006 5.1724 -0.5908  0.300
C: -11.2295 13.9508 4.1778  -0.680
O: -11.9477 15.1410 4.0074  -0.285
C: -13.1810 15.1525 3.5489  0.841
O: -13.7759 14.1671 3.1018  -0.631
O: -13.5986 16.4321 3.5010  -0.304
C: -14.8186 16.8409 2.8038  -0.621
H: -11.2855 13.2316 3.3607  0.293
H: -11.4903 13.3966 5.0794  0.303
H: -10.1665 14.1723 4.2730  0.266
H: -15.0939 16.0384 2.1195  0.287
H: -14.7636 17.7344 2.1820  0.269
H: -15.6141 17.0290 3.5248  0.267


Entry from OMol25: a structure of composition C10H12BrNO2S (wB97M-V/def2-TZVPD).

Results
Calculated total energy ... -97024.6004 eV
Orbital gap ... 9.481 eV
LUMO energy ... 0.432 eV

Last column: Mulliken charge in e.
Atoms and positions in Å:
C: -2.4310 1.9229 1.4657  -0.656
C: -2.2963 0.6608 1.4962  -0.370
C: -2.0884 2.0215 -1.0260  -0.997
C: -2.0961 0.7248 -1.1702  1.010
C: -1.8140 0.0408 -2.4178  -0.254
C: 0.7054 -0.6844 0.4146  0.612
C: -2.2394 2.7992 0.2024  -0.312
C: -2.1330 -0.1991 0.3228  0.474
C: 3.0744 -0.9521 0.1573  -0.899
C: 1.7897 -2.9406 0.7765  -0.975
N: 1.7885 -1.5614 0.3681  0.068
O: -1.4868 -1.0767 -2.6680  -0.437
O: 0.8137 0.5084 0.2493  -0.584
S: -0.8474 -1.5248 0.5979  -0.157
Br: -3.7512 -1.1884 -0.1203  -0.073
H: -2.4735 2.5838 2.4155  0.264
H: -2.3922 0.1064 2.4519  0.349
H: -2.2300 2.6931 -1.9012  0.271
H: -1.8518 0.9609 -3.2067  0.101
H: -3.1992 3.3313 0.0618  0.322
H: -1.3356 3.4776 0.4380  0.281
H: 3.2594 -0.5810 -0.8815  0.245
H: 3.3220 -0.2095 0.9189  0.329
H: 3.7620 -1.7682 0.5147  0.340
H: 2.7464 -3.3416 1.0307  0.381
H: 1.2416 -3.0189 1.7159  0.359
H: 1.3482 -3.5938 0.0426  0.306


Entry from OMol25: a structure of composition C10H12Cl2N2O13P2W (wB97M-V/def2-TZVPD).

Results
Calculated total energy ... -85593.6796 eV
Charge ... +2
Orbital gap ... 7.314 eV
LUMO energy ... -9.573 eV

Last column: Mulliken charge in e.
Atoms and positions in Å:
W: -0.2705 -0.5509 -0.3146  1.780
C: -2.5302 -1.9170 3.4606  -1.579
C: -1.4857 -2.7255 2.6930  0.990
O: -1.1592 -3.9762 3.2759  -0.588
P: 0.1100 -1.8594 2.6373  0.283
O: 0.4337 -1.4952 4.1055  -0.534
O: 1.1590 -2.8123 1.9830  -0.458
O: 0.0458 -0.6127 1.7457  -0.442
P: -2.1327 -3.0431 0.9897  0.785
O: -1.1118 -4.0256 0.3118  -0.475
O: -3.5548 -3.3053 0.9293  -0.662
O: -1.6851 -1.6172 0.2703  -0.402
H: -2.2070 -1.7788 4.4920  0.484
H: -3.4812 -2.4493 3.4382  0.494
H: -2.6870 -0.9379 3.0053  0.394
H: -1.8709 -4.2729 3.8604  0.395
H: 1.1236 -0.8477 4.3161  0.398
H: 1.2331 -3.7106 2.3477  0.404
H: -1.4936 -4.8730 0.0311  0.378
Cl: 0.0469 -2.0008 -2.0230  -0.194
C: -1.6719 0.2878 -1.8950  -0.799
Cl: -0.5342 1.6585 0.2924  -0.261
H: -2.3165 -0.5257 -2.2219  0.493
H: -2.2956 1.0956 -1.5180  0.609
O: 3.6994 0.3148 0.0813  -0.404
C: 2.7075 0.5004 -0.5128  0.006
O: 1.5815 -0.3567 -0.3725  -0.278
C: 2.3546 1.5606 -1.5132  0.216
C: 2.8256 2.8669 -1.3964  -0.458
C: 2.1635 3.8755 -2.0883  -0.255
C: 1.0020 3.6657 -2.7945  -0.618
C: 0.5947 2.3337 -2.9111  -0.290
C: 1.3195 1.2835 -2.3712  -0.653
N: -0.7301 2.0285 -3.2737  0.890
O: -1.5349 2.7812 -3.6580  -0.370
O: -1.0582 0.7164 -3.1630  -0.285
N: 2.6544 5.2781 -1.9489  1.021
O: 3.6425 5.4272 -1.2761  -0.553
O: 2.0073 6.1232 -2.5146  -0.563
H: 3.6524 3.1237 -0.7440  0.598
H: 0.4454 4.5047 -3.1945  0.620
H: 1.0085 0.2681 -2.5615  1.882


Entry from OMol25: a structure of composition C10H12CoN2O7P2SSe (wB97M-V/def2-TZVPD).

Results
Calculated total energy ... -160268.9515 eV
<S²> ... 3.757
Orbital gap (spin up / spin down) ... 7.011 / 6.918 eV
Multiplicity ... 4
LUMO energy (spin up / spin down) ... -0.435 / -0.534 eV

Last column: Mulliken charge in e.
Atoms and positions in Å:
Co: -7.9787 -12.5461 4.8570  0.407
C: -12.2250 -14.5649 6.5685  -1.778
C: -11.0507 -13.5815 6.5024  1.004
O: -11.4320 -12.3747 7.2201  -0.607
P: -9.4300 -14.1384 7.2468  0.810
O: -9.4555 -15.7101 7.1754  -0.521
O: -9.4086 -13.8745 8.8173  -0.573
O: -8.1958 -13.4734 6.6276  -0.517
P: -10.6540 -13.0944 4.7538  1.276
O: -11.8988 -13.1707 3.7352  -0.565
O: -10.1327 -11.6466 5.0155  -0.814
O: -9.6126 -14.0130 4.1637  -0.731
H: -12.3525 -14.8940 7.5971  0.461
H: -12.1839 -15.4617 6.0187  0.383
H: -13.1553 -14.0357 6.2350  0.365
H: -10.8728 -11.7309 6.7568  0.433
H: -9.4658 -16.2559 8.0061  0.357
H: -8.8824 -13.0828 9.1188  0.342
H: -11.7960 -13.8325 2.9973  0.358
Se: -8.0622 -11.7593 0.2573  -0.240
C: -7.6801 -12.2089 1.9664  0.326
N: -7.2210 -12.2571 3.0609  -0.567
S: -5.5659 -8.7996 4.7361  -0.184
C: -7.0416 -9.6584 4.7317  -0.259
N: -7.0607 -10.7878 5.5542  0.002
C: -5.9334 -10.7029 6.4424  -0.062
C: -5.6582 -11.4803 7.6007  -0.119
C: -4.5159 -11.3111 8.2476  -0.391
C: -3.5803 -10.3268 7.8964  -0.407
C: -3.8462 -9.4341 6.9097  -0.478
C: -5.0009 -9.6820 6.0732  0.708
H: -7.7038 -9.6529 3.9032  0.465
H: -6.3991 -12.3045 7.8546  0.157
H: -4.2244 -11.9137 9.1540  0.298
H: -2.6338 -10.3067 8.5303  0.280
H: -3.2078 -8.5778 6.7199  0.382


Entry from OMol25: the ion C10H12FN4 with charge +1 (wB97M-V/def2-TZVPD).

Results
Calculated total energy ... -19233.7593 eV
Charge ... +1
Orbital gap ... 9.553 eV
LUMO energy ... -3.080 eV
SMILES ... FNc1ncn(CCc2ccccc2)[nH+]1

Last column: Mulliken charge in e.
Atoms and positions in Å:
F: 1.5215 0.1982 3.3228  -0.163
N: 1.6336 1.3195 2.5704  -0.060
C: 1.6584 1.1477 1.2520  0.565
N: 1.7548 2.1353 0.3569  -0.566
C: 1.6922 1.5038 -0.8145  -0.002
N: 1.6219 0.1811 -0.6884  0.184
C: 1.4717 -0.8869 -1.6667  -0.600
C: 0.0937 -1.6052 -1.5868  -0.938
C: -0.9313 -0.8831 -0.7468  0.468
C: -1.4471 0.3527 -1.1508  -0.228
C: -2.3242 1.0533 -0.3341  -0.682
C: -2.7110 0.5220 0.8936  -0.477
C: -2.2228 -0.7178 1.2944  -0.659
C: -1.3314 -1.4103 0.4805  -0.352
N: 1.5912 -0.0576 0.6591  -0.148
H: 1.6910 2.2005 3.0567  0.278
H: 1.7344 1.9865 -1.7805  0.400
H: 2.2876 -1.5966 -1.5171  0.312
H: 1.6267 -0.4225 -2.6382  0.330
H: 0.2432 -2.6116 -1.1919  0.387
H: -0.2722 -1.7279 -2.6084  0.401
H: -1.1800 0.7528 -2.1246  0.505
H: -2.7255 2.0051 -0.6582  0.416
H: -3.3985 1.0670 1.5295  0.429
H: -2.5353 -1.1520 2.2360  0.411
H: -0.9709 -2.3838 0.7988  0.450
H: 1.4284 -0.9703 1.0562  0.339


Entry from OMol25: the ion C10H12N with charge -1 (wB97M-V/def2-TZVPD).

Results
Calculated total energy ... -12052.9937 eV
Charge ... -1
Orbital gap ... 5.510 eV
LUMO energy ... 3.693 eV

Last column: Mulliken charge in e.
Atoms and positions in Å:
C: 2.5861 -0.0934 0.9952  -1.143
C: 1.7524 0.9186 1.3713  0.126
N: 1.4182 2.0123 0.6434  -0.822
C: 0.5244 1.7632 -0.4907  -0.763
C: -0.4739 0.6548 -0.2201  0.575
C: -1.4868 0.9575 0.6998  -0.694
C: -2.4345 0.0087 1.0550  -0.466
C: -2.3724 -1.2616 0.4871  -0.535
C: -1.3832 -1.5569 -0.4369  -0.534
C: -0.4184 -0.6095 -0.8141  0.976
C: 0.6032 -1.0374 -1.8261  -1.800
H: 2.4127 -1.0805 1.4153  0.286
H: 3.3752 0.0591 0.2717  0.326
H: 1.3133 0.8299 2.3899  0.320
H: -0.0257 2.6880 -0.6821  0.346
H: 1.1299 1.5538 -1.3845  0.214
H: -1.4846 1.9493 1.1285  0.408
H: -3.1854 0.2694 1.7893  0.359
H: -3.1133 -1.9924 0.7849  0.354
H: -1.3451 -2.5503 -0.8682  0.367
H: 1.2601 -0.2345 -2.1337  0.347
H: 0.1220 -1.4056 -2.7355  0.457
H: 1.2256 -1.8427 -1.4394  0.296